C36H57BBeN2S3 | wB97M-V/def2-TZVPD

Each line ends with the Löwdin charge.
Element x y z (Å)
Be  1.114  0.611  0.983  0.183
C  1.471  2.811  -3.272  -0.528
C  2.855  2.756  -2.651  -0.496
S  2.982  1.768  -1.116  0.891
C  3.327  3.074  0.092  -0.510
C  2.095  3.848  0.529  -0.464
S  0.782  2.816  1.283  0.955
C  -0.651  3.121  0.196  -0.479
C  -0.524  2.620  -1.239  -0.527
S  0.248  3.826  -2.383  0.881
H  1.073  1.809  -3.399  0.054
H  1.543  3.277  -4.257  0.073
H  3.222  3.758  -2.433  0.075
H  3.540  2.282  -3.357  0.072
H  4.063  3.749  -0.345  0.083
H  3.791  2.570  0.936  0.058
H  1.640  4.361  -0.314  0.025
H  2.377  4.583  1.284  0.079
H  -0.885  4.186  0.227  0.083
H  -1.449  2.575  0.708  0.064
H  -1.517  2.412  -1.630  0.045
H  0.054  1.700  -1.274  0.021
C  4.593  -1.076  2.770  -0.100
C  3.066  -0.970  2.710  -0.490
C  2.541  -0.932  4.144  -0.092
C  2.640  0.267  1.888  -0.243
H  4.907  -2.000  3.264  0.077
H  5.003  -0.237  3.341  0.081
H  5.040  -1.054  1.775  0.054
H  2.676  -1.877  2.232  0.105
H  2.802  0.022  4.611  0.088
H  2.983  -1.733  4.743  0.082
H  1.462  -1.046  4.172  0.019
H  3.363  0.289  1.055  0.008
H  2.922  1.139  2.502  0.052
C  -0.271  0.470  4.209  -0.062
C  -1.422  -0.516  3.972  -0.342
C  -0.944  -1.897  3.509  -0.053
C  -2.487  0.142  3.107  -0.121
C  -3.417  0.897  3.820  -0.046
C  -4.487  1.516  3.209  -0.069
C  -4.641  1.368  1.843  -0.044
C  -3.726  0.649  1.085  -0.129
C  -4.001  0.560  -0.407  -0.365
C  -4.236  1.944  -1.025  -0.059
C  -5.210  -0.339  -0.690  -0.050
C  -2.609  0.044  1.711  -0.103
N  -1.691  -0.716  0.908  0.024
B  -0.391  -0.394  0.297  -0.341
N  -0.279  -1.432  -0.733  0.023
C  -1.361  -2.312  -0.635  -0.088
C  -2.191  -1.889  0.328  -0.088
C  0.552  -1.497  -1.892  -0.115
C  1.881  -1.936  -1.781  -0.126
C  2.674  -1.974  -2.922  -0.032
C  2.167  -1.620  -4.162  -0.070
C  0.841  -1.243  -4.273  -0.046
C  0.018  -1.167  -3.152  -0.123
C  -1.447  -0.805  -3.348  -0.361
C  -2.201  -1.992  -3.959  -0.049
C  -1.675  0.436  -4.215  -0.052
C  2.394  -2.462  -0.455  -0.363
C  3.916  -2.469  -0.338  -0.072
C  1.854  -3.882  -0.232  -0.035
H  0.311  0.197  5.090  0.078
H  -0.660  1.478  4.360  0.085
H  0.399  0.482  3.349  0.033
H  -1.907  -0.668  4.939  0.126
H  -1.785  -2.494  3.153  0.082
H  -0.494  -2.426  4.351  0.084
H  -0.208  -1.827  2.709  0.067
H  -3.308  0.969  4.897  0.116
H  -5.205  2.084  3.787  0.104
H  -5.493  1.828  1.357  0.108
H  -3.139  0.111  -0.890  0.101
H  -5.197  2.358  -0.713  0.075
H  -4.244  1.883  -2.115  0.079
H  -3.463  2.651  -0.724  0.063
H  -6.119  0.090  -0.264  0.079
H  -5.071  -1.331  -0.259  0.072
H  -5.355  -0.453  -1.767  0.079
H  -1.432  -3.202  -1.240  0.122
H  -3.096  -2.355  0.685  0.127
H  3.702  -2.305  -2.850  0.104
H  2.797  -1.663  -5.043  0.102
H  0.436  -1.010  -5.250  0.108
H  -1.870  -0.604  -2.367  0.102
H  -1.819  -2.218  -4.958  0.082
H  -3.266  -1.763  -4.042  0.079
H  -2.089  -2.887  -3.346  0.067
H  -1.298  0.299  -5.230  0.075
H  -1.200  1.320  -3.795  0.055
H  -2.745  0.638  -4.290  0.079
H  1.993  -1.824  0.334  0.082
H  4.366  -3.183  -1.032  0.079
H  4.195  -2.776  0.670  0.067
H  4.333  -1.479  -0.531  0.079
H  2.163  -4.538  -1.050  0.088
H  0.764  -3.882  -0.179  0.065
H  2.245  -4.290  0.703  0.082

Force components x, y, z for each atom (eV/Å):
Be 0.3 -0.1 0.5
C -0.1 0.3 0.2
C 0.0 -0.2 0.2
S 0.0 0.1 -0.1
C -0.2 -0.3 -0.1
C 0.1 0.0 0.3
S -0.2 0.0 -0.4
C 0.2 -0.1 -0.1
C 0.1 0.2 -0.1
S 0.0 -0.2 0.0
H -0.1 -0.2 -0.1
H 0.0 -0.1 0.0
H 0.0 0.0 0.0
H 0.0 0.1 0.0
H 0.0 0.1 0.1
H 0.0 0.0 0.0
H 0.0 0.0 0.0
H 0.0 0.0 0.0
H -0.1 0.0 0.1
H 0.0 0.0 0.0
H -0.1 -0.1 0.0
H 0.0 -0.1 0.0
C 0.0 0.0 0.0
C 0.0 0.1 0.0
C 0.0 -0.2 -0.1
C -0.1 0.0 -0.3
H 0.0 0.0 0.0
H 0.0 0.0 0.0
H 0.0 0.0 0.0
H 0.0 0.0 0.1
H 0.0 0.0 0.0
H 0.0 0.0 0.0
H 0.3 -0.1 0.0
H 0.0 0.1 -0.1
H -0.1 0.0 0.0
C -0.3 0.1 0.1
C 0.1 0.0 -0.2
C -0.1 0.1 0.1
C 0.1 -0.2 0.0
C -0.1 0.0 0.0
C 0.0 -0.1 -0.1
C 0.0 0.1 0.1
C 0.1 0.0 -0.2
C -0.1 0.0 0.0
C 0.0 -0.1 0.0
C 0.1 -0.1 0.0
C -0.2 0.2 0.2
N -0.1 0.0 -0.2
B 0.1 0.0 0.2
N -0.3 0.0 0.1
C 0.0 0.0 0.0
C 0.0 0.0 0.1
C 0.2 0.1 -0.2
C 0.0 0.0 0.1
C 0.1 0.0 -0.1
C -0.1 0.0 0.0
C 0.1 0.0 0.0
C -0.1 0.1 0.1
C 0.0 0.0 -0.1
C 0.0 0.0 0.1
C 0.1 -0.1 0.0
C 0.1 -0.1 -0.1
C -0.2 0.0 0.0
C 0.0 0.1 0.0
H -0.1 0.1 -0.1
H 0.0 0.0 0.0
H 0.0 0.1 0.0
H -0.1 0.0 0.0
H 0.1 0.0 0.0
H 0.1 0.0 0.0
H 0.0 -0.1 0.0
H 0.0 0.0 0.0
H 0.0 0.0 0.0
H 0.0 0.0 0.0
H 0.2 0.0 0.0
H 0.0 0.0 0.0
H 0.0 0.0 0.0
H 0.0 0.1 0.0
H 0.0 0.0 0.0
H 0.0 0.0 0.0
H 0.0 0.0 0.0
H 0.0 0.1 0.0
H 0.0 0.1 0.0
H 0.0 0.0 0.0
H 0.0 0.0 0.0
H 0.0 0.0 0.0
H -0.1 0.0 0.1
H 0.0 0.0 0.0
H 0.0 0.0 0.0
H 0.0 0.0 -0.1
H 0.0 0.0 0.0
H 0.1 0.1 0.0
H 0.0 0.0 0.0
H 0.0 0.0 -0.1
H 0.0 0.0 0.0
H 0.0 0.0 -0.1
H 0.1 0.0 0.0
H 0.0 0.0 0.0
H 0.0 -0.1 0.0
H 0.0 0.0 0.0

Output
- HOMO energy: -7.6 eV



C6H13BrO5PS | wB97M-V/def2-TZVPD

Each line ends with the natural charge from an NBO analysis.
Element x y z (Å)
C  2.578  -2.181  0.039  -0.662
C  2.963  -0.859  0.956  -0.193
O  3.085  0.304  0.068  -0.593
C  2.005  1.283  0.259  -0.078
C  0.949  1.316  -1.039  -0.112
O  -0.141  2.212  -0.639  -0.539
C  -1.472  1.638  -0.863  0.207
O  -2.189  1.709  0.450  -0.481
C  -3.543  1.139  0.340  0.946
O  -4.494  1.623  1.183  -0.578
O  -3.978  0.118  -0.625  -0.767
P  -4.209  -1.443  0.115  1.032
S  -3.858  -2.798  -1.290  -0.551
H  1.936  -2.954  0.658  0.187
H  3.570  -2.684  -0.346  0.201
H  1.942  -1.776  -0.866  0.173
H  2.157  -0.771  1.798  0.141
H  4.010  -1.009  1.474  0.216
H  1.450  1.224  1.286  0.192
H  2.526  2.357  0.235  0.178
H  0.650  0.201  -1.219  0.182
H  1.535  1.692  -1.986  0.187
H  -2.028  2.342  -1.648  0.164
H  -1.493  0.563  -1.320  0.191
H  -3.338  -1.718  1.234  0.028
H  -5.606  -1.611  0.509  0.017
Br  4.994  0.082  1.238  -0.689

Force components x, y, z for each atom (eV/Å):
C -0.4 0.9 0.0
C -5.8 -4.7 -0.7
O -5.5 0.4 0.1
C 0.5 1.5 -1.0
C 2.1 -1.2 1.3
O -2.1 -2.5 -1.1
C 0.8 1.2 -1.7
O -3.7 -2.7 -2.6
C -4.2 3.8 4.8
O 6.4 -3.4 -5.4
O 2.0 0.7 3.5
P -0.1 -1.6 -2.7
S -0.3 1.1 1.2
H 1.3 1.5 -1.2
H -2.0 0.9 0.6
H 1.2 -1.2 1.4
H 0.9 0.4 -1.7
H -4.4 -2.6 -0.3
H 0.9 -0.3 -2.1
H -1.0 -2.2 0.1
H 0.1 2.1 0.3
H -1.4 -0.5 1.8
H 0.9 -1.3 1.9
H 0.4 1.8 1.3
H -0.7 1.1 -0.4
H 1.3 0.9 0.2
Br 12.6 5.8 2.1

Output
- HOMO energy: -1.7 eV
- Charge: -1



C48H46BiI2N9O3S4 | wB97M-V/def2-TZVPD

Each line ends with the natural charge from an NBO analysis.
Element x y z (Å)
Bi  -0.285  0.092  -0.360  2.161
I  -7.601  -1.142  -3.156  0.197
C  -5.579  -0.744  -2.694  -0.156
C  -4.729  -0.263  -3.681  -0.242
C  -3.436  0.046  -3.330  -0.206
I  -2.066  0.773  -4.757  0.177
C  -2.950  -0.065  -2.019  0.344
O  -1.731  0.459  -1.823  -0.987
C  -3.802  -0.616  -1.051  -0.150
C  -3.391  -0.861  0.382  -0.240
N  -2.070  -1.480  0.461  -0.746
C  -2.040  -2.818  -0.123  -0.273
C  -1.016  -3.031  -1.201  0.250
C  -0.871  -4.313  -1.727  -0.238
C  -0.021  -4.514  -2.799  -0.117
C  0.631  -3.412  -3.340  -0.235
C  0.460  -2.183  -2.737  0.054
N  -0.323  -2.005  -1.677  -0.584
C  -5.105  -0.947  -1.412  -0.220
H  -5.076  -0.128  -4.693  0.252
H  -3.362  0.068  0.958  0.216
H  -4.151  -1.508  0.841  0.211
H  -1.750  -1.510  1.427  0.433
H  -1.873  -3.571  0.651  0.230
H  -3.013  -3.032  -0.580  0.242
H  -1.430  -5.132  -1.305  0.236
H  0.109  -5.499  -3.214  0.243
H  1.263  -3.505  -4.206  0.244
H  0.950  -1.304  -3.124  0.212
H  -5.771  -1.353  -0.664  0.231
C  -1.640  -1.985  5.002  -0.530
C  -0.702  -0.809  4.785  -0.513
S  -0.255  -0.481  3.032  0.148
C  1.483  -1.028  2.926  -0.519
C  1.661  -2.531  2.955  -0.557
S  0.709  -3.353  1.631  0.152
C  -0.086  -4.728  2.541  -0.525
C  -1.276  -4.345  3.404  -0.527
S  -0.804  -3.612  5.025  0.194
H  -2.434  -2.018  4.258  0.218
H  -2.090  -1.884  5.990  0.247
H  0.228  -0.940  5.336  0.237
H  -1.193  0.104  5.122  0.238
H  2.035  -0.571  3.749  0.241
H  1.843  -0.613  1.983  0.229
H  1.314  -2.951  3.897  0.257
H  2.717  -2.770  2.818  0.231
H  0.680  -5.221  3.138  0.240
H  -0.405  -5.414  1.755  0.233
H  -1.844  -5.246  3.640  0.239
H  -1.938  -3.636  2.909  0.206
C  0.631  13.232  5.046  -0.259
O  -0.425  12.310  4.863  -0.468
C  -0.171  11.065  4.451  0.357
C  -1.297  10.251  4.241  -0.251
C  -1.153  8.970  3.785  -0.126
C  0.123  8.439  3.524  -0.195
C  1.242  9.240  3.760  -0.089
C  1.102  10.535  4.212  -0.330
C  0.187  7.119  2.967  0.425
N  -0.896  6.438  2.640  -0.470
C  -0.470  5.292  2.085  0.127
C  0.933  5.242  2.069  0.080
N  1.327  6.420  2.638  -0.509
C  1.621  4.147  1.508  0.006
C  3.019  4.032  1.404  -0.143
C  3.571  2.901  0.859  -0.235
C  2.719  1.882  0.426  0.034
N  1.410  1.979  0.477  -0.497
C  0.834  3.073  0.985  0.111
C  -0.599  3.151  0.942  0.232
N  -1.316  2.194  0.315  -0.597
C  -2.616  2.357  0.164  0.063
C  -3.333  3.429  0.688  -0.238
C  -2.649  4.395  1.385  -0.080
C  -1.259  4.278  1.491  -0.080
H  0.151  14.159  5.354  0.216
H  1.179  13.397  4.115  0.184
H  1.320  12.902  5.828  0.184
H  -2.271  10.672  4.434  0.238
H  -2.013  8.347  3.604  0.237
H  2.235  8.860  3.575  0.189
H  1.985  11.131  4.370  0.231
H  2.271  6.736  2.780  0.428
H  3.650  4.833  1.755  0.225
H  4.639  2.789  0.760  0.239
H  3.110  0.961  0.020  0.218
H  -3.122  1.627  -0.436  0.220
H  -4.398  3.483  0.535  0.247
H  -3.124  5.256  1.824  0.257
N  0.075  4.987  -3.630  -0.802
C  1.043  4.243  -4.202  0.650
O  1.681  4.613  -5.156  -0.568
C  1.380  2.924  -3.539  -0.162
C  2.613  2.369  -3.888  -0.071
C  3.029  1.193  -3.287  -0.265
C  2.195  0.594  -2.361  0.093
N  0.991  1.092  -2.081  -0.631
C  0.586  2.226  -2.640  0.082
H  -0.164  5.854  -4.087  0.424
H  -0.524  4.660  -2.897  0.392
H  3.212  2.878  -4.628  0.269
H  3.983  0.751  -3.526  0.247
H  2.502  -0.289  -1.812  0.233
H  -0.407  2.543  -2.358  0.221
S  5.463  -2.696  1.038  0.484
C  4.322  -3.592  0.122  -0.428
C  3.392  -2.763  -0.418  -0.062
N  3.550  -1.447  -0.123  -0.504
C  4.590  -1.270  0.623  -0.152
H  4.395  -4.658  0.052  0.259
H  2.568  -3.070  -1.035  0.216
H  4.902  -0.309  0.983  0.216

Force components x, y, z for each atom (eV/Å):
Bi 0.1 -0.4 0.2
I 0.5 0.0 0.1
C -0.5 -0.1 -0.1
C -0.1 -0.1 0.0
C 0.6 0.2 -0.2
I -0.4 -0.1 0.0
C -0.2 0.1 -0.5
O 0.0 0.0 0.6
C 0.1 0.0 0.1
C -0.4 0.1 -0.1
N 0.2 -0.1 -0.1
C -0.1 -0.3 0.0
C -0.1 -0.5 -0.1
C 0.1 0.1 -0.1
C -0.1 0.3 0.1
C 0.0 0.0 0.1
C 0.2 -0.3 -0.5
N -0.2 0.2 0.3
C -0.2 0.0 -0.2
H 0.0 0.0 -0.1
H 0.0 -0.1 0.1
H 0.1 0.1 0.0
H 0.0 -0.1 0.1
H -0.1 0.1 0.0
H 0.1 0.0 0.1
H -0.1 -0.1 0.1
H 0.0 -0.1 -0.1
H 0.1 0.0 -0.1
H 0.0 0.0 -0.1
H 0.0 -0.1 0.1
C 0.4 -0.4 0.1
C -0.1 0.2 -0.4
S 0.3 0.1 0.5
C -0.5 -0.1 0.1
C 0.0 -0.3 -0.3
S 0.2 -0.2 0.3
C 0.0 0.5 -0.2
C 0.1 0.0 0.5
S -0.4 0.1 -0.2
H -0.1 0.1 0.1
H -0.1 0.0 -0.1
H 0.0 0.1 0.1
H 0.1 0.1 0.1
H 0.0 0.1 -0.1
H 0.1 0.1 0.0
H 0.1 0.1 0.0
H 0.1 0.0 0.0
H 0.0 -0.1 -0.1
H 0.0 -0.1 0.0
H -0.1 0.0 -0.1
H 0.0 0.0 -0.1
C 0.3 0.2 0.1
O -0.3 -0.1 0.0
C 0.1 -0.5 -0.2
C 0.2 0.3 0.1
C 0.3 -0.1 -0.1
C 0.1 0.9 0.4
C -0.5 -0.4 -0.2
C -0.1 0.5 0.2
C -0.2 -0.7 -0.4
N -0.3 0.4 0.1
C 1.5 0.0 0.0
C -1.3 -0.2 -0.1
N 0.0 0.3 0.1
C 0.0 -0.5 -0.2
C -0.1 -0.2 0.0
C -0.1 0.1 0.1
C 0.2 0.1 0.1
N -0.1 -0.1 0.2
C 0.6 0.6 0.3
C -0.5 0.8 0.5
N 0.3 -0.1 -0.1
C -0.3 0.1 -0.1
C 0.1 0.2 0.2
C 0.0 -0.3 -0.2
C 0.2 -0.4 -0.2
H 0.1 -0.1 0.0
H 0.0 0.0 0.0
H 0.0 0.0 0.0
H -0.1 0.0 0.0
H -0.1 0.0 0.0
H 0.2 0.0 0.0
H 0.1 0.1 0.0
H 0.0 0.0 0.0
H 0.1 0.1 0.0
H 0.1 0.0 0.0
H 0.1 -0.1 0.0
H -0.1 -0.1 0.0
H -0.1 0.0 0.0
H -0.1 0.1 0.0
N -0.3 0.2 0.0
C -0.1 -0.2 0.3
O 0.2 0.0 -0.3
C 0.3 -0.2 0.0
C -0.3 0.0 0.1
C -0.1 0.0 0.0
C 0.3 0.1 -0.3
N -0.1 -0.2 -0.2
C 0.0 0.4 -0.4
H 0.0 0.0 0.0
H 0.0 -0.1 0.0
H 0.1 0.1 0.0
H 0.1 -0.1 0.0
H 0.0 0.0 0.0
H -0.1 0.1 -0.1
S -0.6 0.3 -0.4
C 0.1 0.1 0.1
C 0.2 -0.6 0.0
N -0.4 0.5 -0.1
C 0.6 -0.2 0.5
H 0.0 -0.2 -0.1
H -0.2 -0.2 -0.1
H 0.2 0.3 0.1

Output
- HOMO energy: -11.5 eV
- Charge: +2